No. 1
106
Properties=species:S:1:pos:R:3 method="wB97M-V/def2-TZVPD" relative_energy_kj_mol=298.86 homo_energy_ev=-9.5739 molar_mass_da=977.042 multiplicity=1 e_lumo_ev=-3.67 total_charge=+1 homo_lumo_gap_ev=5.90
Ir 0.38843 -0.32191 -0.03520
C 3.79178 2.15226 0.60700
C 3.89638 0.96219 1.55241
C 4.51393 1.44436 2.86470
P 2.26879 0.04533 1.72851
C 2.85948 -1.47933 2.62547
C 1.82972 -2.05461 3.59867
C 3.27658 -2.51350 1.57169
C 1.29628 1.00291 2.92241
C 1.70078 1.19042 4.24397
C 0.96863 1.97533 5.11279
C -0.19702 2.58330 4.65711
C -0.63477 2.38582 3.36551
C 0.09310 1.57418 2.46622
N -0.40209 1.23002 1.23839
C -1.41489 1.96785 0.60844
C -1.36519 3.35421 0.44660
C -2.37597 4.01334 -0.23518
C -3.44868 3.30819 -0.76044
C -3.51514 1.93177 -0.59521
C -2.50645 1.26274 0.08274
P -2.33022 -0.49958 0.44209
C -3.54513 -1.51825 -0.51580
C -3.33085 -1.25985 -2.01174
C -5.02481 -1.39220 -0.15118
C -2.74193 -0.59639 2.25613
C -3.93074 0.28586 2.63914
C -2.92168 -2.04218 2.72324
H 4.74490 2.68271 0.57922
H 3.03952 2.85823 0.96298
H 3.54828 1.84467 -0.40829
H 4.55570 0.21286 1.10089
H 3.87883 2.18881 3.34228
H 5.46407 1.92660 2.63000
H 4.72094 0.64059 3.56994
H 3.75430 -1.19152 3.18172
H 0.88182 -2.25023 3.10848
H 1.64848 -1.38709 4.43787
H 2.20498 -2.99800 3.99813
H 2.44304 -2.76259 0.91548
H 3.60688 -3.43108 2.05877
H 4.09748 -2.14359 0.95317
H 2.59652 0.70450 4.60581
H 1.30354 2.11945 6.13065
H -0.78581 3.19517 5.32829
H -1.56681 2.82567 3.03852
H -0.52299 3.90375 0.85096
H -2.31540 5.08670 -0.36205
H -4.23740 3.83363 -1.28173
H -4.36410 1.39271 -0.99287
H -3.21616 -2.54115 -0.29170
H -3.80345 -0.32674 -2.31798
H -3.76501 -2.07076 -2.59866
H -2.27279 -1.19483 -2.26033
H -5.37826 -0.36456 -0.22482
H -5.23455 -1.76671 0.84764
H -5.60065 -1.99581 -0.85566
H -1.85098 -0.19474 2.74697
H -4.85798 -0.04872 2.17790
H -3.76080 1.32608 2.36284
H -4.06115 0.24105 3.72174
H -3.82267 -2.49842 2.31236
H -3.01390 -2.05821 3.80998
H -2.06924 -2.66151 2.45156
S 1.81684 5.40607 -0.40488
C 2.91100 6.69055 -0.69528
C 3.68097 6.46141 -1.79280
C 3.38299 5.23106 -2.41824
C 2.39036 4.52593 -1.78746
C 1.88081 3.21176 -2.13841
C 1.25304 2.39464 -1.18865
N 0.90258 1.13938 -1.39331
C 1.08750 0.61973 -2.64538
C 1.61197 1.39892 -3.69674
C 1.67705 0.81634 -5.00723
C 1.21448 -0.42745 -5.24832
C 0.68292 -1.23944 -4.18999
C 0.10581 -2.48541 -4.40158
C -0.43017 -3.19398 -3.32576
C -0.24166 -2.64926 -2.04691
N 0.31212 -1.47335 -1.81707
C 0.70681 -0.71600 -2.88068
C -1.19019 -4.41652 -3.50433
C -1.47964 -5.07014 -4.67761
C -2.30994 -6.19551 -4.50009
C -2.64979 -6.39288 -3.19633
S -1.96452 -5.21339 -2.16660
C 2.03925 2.69182 -3.42096
H 2.92069 7.54517 -0.03872
H 4.44029 7.14507 -2.14143
H 3.90199 4.86334 -3.29174
H 1.03583 2.79775 -0.20911
H 2.08531 1.42279 -5.80567
H 1.22534 -0.83777 -6.24992
H 0.04845 -2.88156 -5.40615
H -0.55202 -3.21713 -1.17841
H -1.10665 -4.75611 -5.64157
H -2.64400 -6.83214 -5.30549
H -3.26654 -7.16977 -2.77457
H 2.45808 3.30074 -4.21102
B -0.24877 -4.60992 1.37546
C -0.10562 -3.09363 1.16367
N 0.03602 -1.96514 0.95881
H 0.60917 -4.96890 2.14019
H -1.34529 -4.86155 1.80600
H -0.07041 -5.08470 0.27575

***

No. 2
16
Properties=species:S:1:pos:R:3 method="wB97M-V/def2-TZVPD" relative_energy_kj_mol=313.40 homo_energy_ev="-10.8675 / -14.8742" molar_mass_da=97.141 multiplicity=3 e_lumo_ev="-3.70 / -8.87" total_charge=+1 homo_lumo_gap_ev="7.16 / 6.00" s2=2.02
C -0.03605 -0.79860 -0.68757
C 2.37485 1.30329 -0.16773
C -1.00296 -0.35623 0.47895
C 0.66523 -0.42404 0.57738
C -2.30057 0.40945 0.38684
N -2.76578 0.77418 -0.74506
N 1.84630 0.44540 0.64689
H -0.01897 -1.87081 -0.87588
H 0.04138 -0.33295 -1.63392
H 3.35945 1.75468 0.11507
H 1.97878 1.57177 -1.17727
H -1.34815 -1.32258 1.01257
H 0.75817 -1.35846 1.19756
H -3.01517 0.39782 1.31151
H -3.71692 1.02723 -0.67802
H 2.28025 0.41401 1.56772

***

No. 3
15
Properties=species:S:1:pos:R:3 method="wB97M-V/def2-TZVPD" relative_energy_kj_mol=60.84 homo_energy_ev=-9.5183 molar_mass_da=157.015 multiplicity=1 e_lumo_ev=0.72 homo_lumo_gap_ev=10.24
C 1.95705 0.70637 -0.30750
C 1.07171 -0.42892 -0.08588
C -0.24381 -0.27643 0.01385
C -1.24528 -1.19062 0.67228
C -0.93772 1.02945 -0.29026
H 2.71305 0.32010 -0.96787
H 2.55050 0.89693 0.52309
H 1.48521 1.55095 -0.87565
H -0.82257 -2.06420 1.21520
H -1.90818 -0.66019 1.35393
H -1.25517 0.98977 -1.28578
H -0.46704 2.00137 0.01912
F -2.12863 1.02429 0.38533
Cl 1.82153 -1.99019 0.05553
Cl -2.59066 -1.90868 -0.42539